Below is a structure of composition C2H2FFeO in a non-equilibrium geometry, with properties calculated with ωB97M-V with the def2-TZVPD basis set.

ORCA input file:
```
! wB97M-V def2-TZVPD RIJCOSX def2/J DEFGRID3
* xyz 1 5
C -0.113 0.656 -0.255
C -0.387 -0.538 0.382
F -1.052 1.537 -0.620
O 0.777 0.281 -1.143
H -1.370 -0.672 0.830
H 0.121 -1.505 0.328
Fe 2.025 0.241 0.480
*
```

Its expectation value of S² is 6.04. As for the HOMO energy (alpha / beta): -14.603 / -14.342 eV. The energy above the lowest of the compared OMol25 structures with the same formula, charge and spin comes out at 18.76 kJ/mol.